{
  "formula": "C46H128N10O13",
  "method": "ωB97M-V/def2-TZVPD",
  "homo_energy_ev": -5.41,
  "spin_multiplicity": 1,
  "e_above_lowest_kj_mol": 5314.5,
  "species": ["C", "C", "C", "O", "C", "N", "H", "H", "H", "H", "H", "H", "H", "H", "H", "H", "H", "C", "C", "C", "O", "C", "N", "H", "H", "H", "H", "H", "H", "H", "H", "H", "H", "H", "C", "C", "C", "O", "C", "N", "H", "H", "H", "H", "H", "H", "H", "H", "H", "H", "H", "C", "C", "C", "O", "C", "N", "H", "H", "H", "H", "H", "H", "H", "H", "H", "H", "H", "C", "C", "C", "O", "C", "N", "H", "H", "H", "H", "H", "H", "H", "H", "H", "H", "H", "C", "C", "C", "O", "C", "N", "H", "H", "H", "H", "H", "H", "H", "H", "H", "H", "H", "C", "C", "C", "O", "C", "N", "H", "H", "H", "H", "H", "H", "H", "H", "H", "H", "H", "C", "C", "C", "O", "C", "N", "H", "H", "H", "H", "H", "H", "H", "H", "H", "H", "H", "C", "C", "C", "O", "C", "N", "H", "H", "H", "H", "H", "H", "H", "H", "H", "H", "H", "C", "C", "C", "O", "C", "N", "H", "H", "H", "H", "H", "H", "H", "H", "H", "H", "H", "C", "C", "O", "H", "H", "H", "H", "H", "H", "C", "C", "O", "H", "H", "H", "H", "H", "H", "C", "C", "O", "H", "H", "H", "H", "H", "H"],
  "coordinates": [[22.897, 4.235, 9.558], [21.572, 3.550, 9.977], [21.284, 2.374, 9.113], [20.769, 2.677, 7.793], [20.511, 1.572, 7.004], [21.810, 3.123, 11.389], [23.028, 4.435, 8.494], [23.712, 3.542, 9.765], [23.077, 5.218, 9.994], [20.738, 4.249, 9.907], [20.707, 1.612, 9.636], [22.186, 1.836, 8.821], [20.356, 1.818, 5.954], [19.795, 0.813, 7.319], [21.483, 1.091, 6.903], [22.179, 3.793, 12.048], [20.828, 3.043, 11.609], [19.943, 4.296, 12.913], [19.541, 2.873, 12.994], [18.070, 2.668, 13.248], [17.738, 1.268, 13.093], [16.440, 0.934, 13.663], [19.872, 2.362, 11.663], [19.453, 4.898, 12.147], [21.026, 4.408, 12.865], [19.586, 4.863, 13.772], [20.134, 2.296, 13.703], [17.463, 3.248, 12.553], [17.853, 2.959, 14.276], [16.276, 1.155, 14.718], [16.340, -0.140, 13.507], [15.637, 1.425, 13.115], [19.238, 2.805, 11.014], [19.449, 1.446, 11.707], [17.510, 1.598, 10.252], [18.496, 2.659, 9.688], [18.230, 3.055, 8.241], [18.007, 1.861, 7.474], [17.862, 2.087, 6.165], [18.372, 3.842, 10.568], [16.472, 1.912, 10.141], [17.833, 1.417, 11.277], [17.597, 0.707, 9.630], [19.494, 2.221, 9.668], [19.012, 3.708, 7.854], [17.257, 3.543, 8.290], [17.814, 1.099, 5.707], [18.718, 2.646, 5.787], [16.926, 2.638, 6.072], [17.449, 4.238, 10.461], [18.929, 4.627, 10.262], [24.052, 1.903, 13.049], [22.910, 1.488, 14.000], [21.727, 2.440, 13.885], [21.985, 3.719, 14.170], [22.368, 3.886, 15.560], [22.500, 0.175, 13.588], [23.838, 1.781, 11.987], [24.975, 1.353, 13.236], [24.276, 2.966, 13.139], [23.320, 1.340, 14.999], [20.881, 1.978, 14.394], [21.352, 2.472, 12.861], [22.513, 4.897, 15.941], [23.312, 3.419, 15.842], [21.524, 3.557, 16.167], [22.634, 0.066, 12.593], [21.556, 0.043, 13.921], [16.664, 9.819, 12.237], [18.102, 9.456, 12.485], [18.178, 8.065, 13.242], [17.259, 7.015, 12.662], [17.290, 5.705, 13.312], [18.801, 9.397, 11.247], [16.187, 9.977, 13.204], [16.112, 9.058, 11.685], [16.534, 10.759, 11.701], [18.634, 10.262, 12.991], [18.047, 8.084, 14.324], [19.206, 7.778, 13.022], [16.805, 4.944, 12.700], [16.852, 5.622, 14.307], [18.267, 5.234, 13.414], [18.144, 9.012, 10.583], [18.945, 10.313, 10.847], [19.647, 0.063, 11.383], [21.118, -0.610, 11.386], [21.588, -1.233, 10.076], [21.236, -0.414, 8.970], [21.704, -0.884, 7.728], [21.833, 0.543, 11.841], [18.802, -0.526, 11.027], [19.659, 0.997, 10.820], [19.425, 0.312, 12.420], [21.106, -1.284, 12.242], [21.208, -2.252, 9.994], [22.667, -1.378, 10.030], [21.539, -1.960, 7.677], [22.736, -0.562, 7.586], [21.073, -0.481, 6.936], [21.302, 0.875, 12.634], [21.805, 1.305, 11.178], [18.581, 3.029, 15.880], [18.526, 4.543, 16.015], [19.927, 5.119, 16.402], [20.206, 4.625, 17.669], [19.545, 5.241, 18.769], [17.877, 5.217, 14.920], [17.578, 2.712, 15.595], [18.732, 2.681, 16.902], [19.368, 2.645, 15.231], [17.812, 4.710, 16.822], [19.873, 6.203, 16.300], [20.658, 4.736, 15.690], [19.359, 6.313, 18.829], [20.030, 4.843, 19.660], [18.510, 4.932, 18.917], [17.890, 6.225, 14.972], [16.888, 5.021, 14.983], [18.613, -1.392, 15.736], [19.344, -0.898, 14.488], [18.948, -1.625, 13.195], [19.289, -2.984, 13.350], [19.138, -3.746, 12.178], [19.274, 0.507, 14.356], [18.990, -0.865, 16.612], [18.854, -2.446, 15.876], [17.540, -1.213, 15.676], [20.406, -1.121, 14.580], [19.595, -1.137, 12.466], [17.953, -1.356, 12.840], [19.170, -4.811, 12.408], [20.085, -3.573, 11.668], [18.185, -3.599, 11.670], [18.607, 0.786, 13.650], [18.902, 0.854, 15.228], [16.519, -0.854, 11.399], [15.473, -1.738, 10.667], [16.214, -2.754, 9.819], [16.579, -2.130, 8.591], [17.300, -3.081, 7.861], [14.604, -2.256, 11.782], [17.100, -0.261, 10.692], [17.208, -1.448, 12.000], [15.985, -0.144, 12.030], [14.925, -1.132, 9.945], [15.401, -3.424, 9.543], [17.023, -3.196, 10.400], [16.658, -3.959, 7.788], [18.254, -3.373, 8.300], [17.572, -2.679, 6.885], [13.635, -2.320, 11.506], [14.410, -1.501, 12.424], [10.874, 2.429, 12.333], [12.293, 2.781, 12.893], [13.502, 2.783, 11.971], [13.907, 1.472, 11.461], [15.110, 1.538, 10.606], [12.177, 3.838, 13.882], [10.085, 3.108, 12.655], [10.457, 1.426, 12.419], [11.007, 2.579, 11.262], [12.451, 2.030, 13.668], [14.228, 3.290, 12.607], [13.234, 3.373, 11.094], [14.800, 1.976, 9.657], [15.555, 0.555, 10.457], [15.839, 2.292, 10.903], [13.122, 3.903, 14.232], [12.120, 4.606, 13.228], [21.425, 5.872, 10.933], [20.609, 7.078, 11.361], [19.182, 6.990, 11.101], [21.658, 5.897, 9.868], [20.835, 5.008, 11.238], [22.383, 5.853, 11.452], [20.858, 8.013, 10.859], [20.722, 7.151, 12.442], [18.932, 7.884, 11.344], [14.389, 0.345, 15.728], [15.240, -0.725, 15.005], [14.420, -1.698, 14.485], [13.693, 0.835, 15.046], [14.997, 1.125, 16.187], [13.831, -0.238, 16.460], [16.015, -0.993, 15.723], [15.698, -0.267, 14.129], [14.947, -2.453, 14.213], [15.461, 3.759, 14.068], [15.147, 3.678, 15.568], [16.115, 4.530, 16.322], [15.232, 4.721, 13.610], [15.095, 2.908, 13.493], [16.538, 3.627, 13.967], [15.272, 2.622, 15.806], [14.115, 4.024, 15.631], [16.159, 4.152, 17.203]],
  "atomic_forces_ev_per_a": [[0.7, -0.4, -1.3], [2.5, 0.8, -0.1], [1.7, -1.8, -1.9], [-1.0, 1.7, 1.4], [2.8, -1.1, -1.0], [4.8, 2.6, -3.7], [-0.6, -0.2, -0.5], [0.0, 0.0, 0.4], [0.7, -1.3, 0.0], [0.1, -0.7, -0.8], [0.6, 0.1, -0.6], [0.7, -0.1, 0.7], [-0.5, 0.6, 0.3], [0.1, 0.5, 0.4], [0.0, 0.1, 0.1], [1.4, 0.6, -1.4], [1.8, 0.0, -0.1], [-0.6, 2.6, 1.5], [-2.9, 0.7, -1.4], [0.0, 0.8, -0.7], [-6.8, 4.1, -2.7], [2.9, 1.9, -2.1], [-6.8, -1.6, 4.3], [0.1, -0.9, -0.1], [-1.6, 0.5, 0.3], [1.1, -0.4, 0.6], [-3.6, 1.4, -1.5], [0.2, -0.4, -0.1], [0.1, -0.3, -2.0], [1.2, 0.4, -0.1], [3.6, 2.2, -2.3], [0.1, -0.5, -0.2], [1.2, 0.4, 2.6], [0.5, 3.0, 1.8], [2.9, 1.4, -3.1], [-2.2, -0.3, -2.9], [-2.0, -0.8, 0.6], [0.8, 0.2, 3.7], [-0.7, 0.4, -1.6], [-1.7, 1.6, -2.3], [4.5, 0.0, -2.0], [-1.3, 0.0, -0.8], [0.5, 0.3, -0.2], [-1.4, 0.8, -0.1], [-0.3, -0.1, -0.1], [-0.3, 0.6, -0.4], [-0.1, 0.2, -0.5], [-0.4, 0.3, -0.6], [-0.2, 0.2, -1.0], [-0.6, -0.1, 0.0], [0.4, 0.2, -0.2], [0.5, 0.6, 0.0], [1.4, -0.6, -1.1], [2.7, -3.1, 0.1], [2.1, 3.0, 3.7], [0.5, -0.4, 0.4], [3.5, -3.3, 11.4], [-0.3, -0.2, 0.3], [0.0, -0.1, 0.3], [0.1, 0.1, 0.2], [-0.1, 0.9, 0.3], [2.0, -0.5, 2.4], [1.9, -0.7, 1.4], [-0.1, 0.5, -1.1], [-0.1, -0.6, -0.4], [0.8, -1.0, 0.2], [1.9, -0.8, 0.8], [0.3, -0.7, 0.2], [-0.9, 0.8, 0.8], [-1.5, -0.3, 1.0], [-0.3, -1.3, -1.0], [0.0, 2.1, 0.5], [-1.3, 2.9, -9.5], [0.0, 0.8, -1.8], [-0.4, -0.2, 0.0], [0.2, -0.2, 0.1], [0.3, 0.1, -0.1], [-0.3, -0.4, 1.0], [-0.3, 0.7, 0.1], [-0.2, -0.4, 0.9], [-0.6, 0.9, -1.1], [-4.8, 5.4, -7.1], [-1.2, 2.2, -3.2], [-0.1, -0.2, -0.6], [0.4, 0.3, 0.4], [0.5, -4.2, -3.7], [-2.4, 1.9, -0.6], [0.3, 0.2, 0.0], [-0.8, -0.3, 0.3], [-0.6, -1.0, 0.2], [-3.4, 1.9, -10.2], [0.6, -0.3, -0.2], [0.8, -3.9, -2.5], [0.6, -0.2, -0.9], [0.7, -0.7, -0.5], [-0.6, -0.1, -0.2], [0.4, 0.2, 0.5], [0.6, -0.4, 0.0], [0.2, -0.4, -0.2], [0.4, -0.5, 0.3], [0.0, 0.3, -1.6], [0.1, 0.0, -0.7], [0.2, 0.7, 1.9], [1.2, 0.7, 2.3], [-2.7, -0.6, -1.4], [0.7, 1.0, 1.2], [-0.7, -1.0, 0.7], [6.7, -4.6, 12.3], [0.3, -0.5, 0.8], [0.3, -0.3, 0.0], [-0.4, 0.3, 0.5], [1.5, 0.1, 0.8], [0.2, 0.4, 0.5], [-0.9, 0.8, 0.4], [1.2, 0.4, -0.6], [0.3, 0.5, 0.0], [-0.4, -0.8, -0.5], [1.3, 0.0, 1.2], [1.6, -2.6, 3.7], [0.7, -0.3, -0.2], [0.4, -1.7, 0.6], [1.6, 0.4, 1.3], [-1.4, -0.3, 0.9], [1.0, -0.4, 0.5], [3.2, -1.3, 3.6], [0.1, 0.1, 0.1], [-0.4, -0.1, 0.1], [0.6, -0.3, -0.1], [0.1, -0.9, 0.5], [-1.0, -2.4, 1.3], [1.0, -0.8, 1.9], [-0.1, 0.0, 0.5], [-0.5, 0.1, -1.3], [0.4, 0.4, -0.2], [1.1, -1.2, 1.3], [0.2, 0.1, 0.1], [-1.3, -0.8, -1.3], [0.8, 1.3, 1.7], [-2.3, 0.5, 0.0], [0.9, 0.2, 1.1], [0.1, -0.1, -0.7], [0.1, 0.0, -1.2], [-0.4, -1.1, 0.6], [-1.7, -0.1, -1.5], [0.2, -0.8, -0.8], [-0.3, 0.0, 0.0], [0.4, -1.1, 0.2], [0.0, -0.2, -0.6], [0.2, -0.4, -0.5], [0.1, 0.0, 0.5], [-0.4, 0.0, -0.1], [-0.3, -0.9, -0.9], [0.9, 0.4, 0.4], [0.8, 0.8, -1.5], [-1.9, -4.3, 2.3], [-1.0, -0.1, -1.2], [0.4, 0.5, 0.8], [-4.9, 1.3, 1.3], [0.5, 1.5, -1.7], [0.3, 0.2, 0.2], [0.7, -0.1, 0.5], [-0.5, 0.0, -0.4], [0.5, -1.4, -0.7], [-0.4, -0.2, -1.9], [0.2, 0.5, -0.2], [-0.2, -0.3, -0.6], [-1.0, 0.9, 0.3], [-2.5, 0.2, 2.8], [-0.1, 0.4, 0.4], [-0.3, 1.5, 0.6], [-1.5, 2.6, 0.4], [-0.7, 0.1, -0.4], [2.1, -2.6, -0.9], [-0.9, 0.5, 0.4], [1.0, 1.4, -0.4], [-0.2, 0.3, 0.3], [0.9, 0.0, 0.3], [0.3, 0.4, 0.3], [0.3, -0.6, -0.7], [-0.1, -1.2, -0.3], [-1.3, 1.5, 0.9], [-1.4, -1.7, 0.8], [-0.1, -0.1, -0.1], [-0.1, -0.7, 0.4], [-0.2, 0.5, 0.3], [-0.4, -0.7, -0.1], [-3.8, -2.7, 4.4], [0.0, -0.2, -0.2], [1.0, -0.1, 1.4], [0.4, 0.6, -1.0], [-4.5, -2.0, 0.2], [-0.6, -0.3, 0.1], [0.2, 0.6, 1.4], [-1.2, 0.3, 0.1], [-0.2, 0.7, 0.6], [0.1, -0.1, 1.2], [-0.3, 0.0, 0.2]]
}